# 1
{
  "formula": "C11H12NO2",
  "method": "the ωB97M-V functional and the def2-TZVPD basis",
  "total_charge": -1,
  "e_above_lowest_kcal_mol": 16.6,
  "multiplicity": 1,
  "e_homo_ev": -3.86,
  "symbols": ["C", "C", "C", "C", "C", "C", "C", "C", "C", "N", "H", "H", "H", "H", "H", "H", "H", "H", "H", "C", "C", "O", "O", "H", "H", "H"],
  "xyz": [[1.459, 1.736, -2.906], [1.153, -0.107, -1.213], [-0.508, 0.596, 0.069], [0.698, 1.064, -1.784], [-0.367, 1.568, -0.984], [-1.575, 0.623, 0.946], [-2.305, 1.809, 1.030], [-1.226, 2.665, -1.003], [-2.160, 2.766, 0.043], [0.392, -0.408, -0.105], [0.288, -1.546, 0.258], [1.855, -0.867, -1.514], [-1.833, -0.218, 1.592], [1.762, 1.035, -3.690], [2.363, 2.098, -2.420], [-3.039, 1.830, 1.807], [-1.150, 3.595, -1.565], [-2.860, 3.594, -0.005], [1.043, 2.639, -3.365], [1.297, -3.896, 2.442], [0.285, -2.966, 1.771], [0.453, -2.844, 0.490], [-0.628, -2.467, 2.420], [0.924, -4.122, 3.438], [2.238, -3.351, 2.359], [1.442, -4.826, 1.888]],
  "forces_ev_per_a": [[0.36, 0.22, 0.48], [-1.71, -0.06, 0.85], [-0.35, -0.61, -1.09], [0.92, 0.23, -0.99], [0.61, -0.58, 0.39], [-0.27, 0.71, 1.06], [0.17, -1.75, -0.45], [-0.65, 0.84, 1.60], [0.07, 0.72, -0.91], [0.15, -0.78, -0.08], [0.25, 1.05, -0.52], [0.31, 0.30, -0.29], [0.51, 0.17, -0.03], [-0.13, 0.09, 0.04], [0.46, 0.12, -0.30], [-0.60, 0.44, 0.15], [0.24, -0.64, -0.68], [0.17, 0.20, 0.26], [-0.51, -0.36, 0.10], [-0.37, 0.23, -0.32], [-0.41, -1.13, -1.13], [0.14, 0.13, 0.87], [0.13, 0.31, 0.28], [0.54, 0.15, 0.21], [0.20, -0.14, 0.63], [-0.21, 0.12, -0.14]],
  "nbo_charge": [-0.624, -0.026, 0.137, -0.138, -0.104, -0.205, -0.267, -0.243, -0.255, -0.548, 0.464, 0.198, 0.237, 0.201, 0.201, 0.194, 0.197, 0.184, 0.202, -0.728, 0.786, -0.791, -0.707, 0.207, 0.217, 0.209]
}

---

# 2
{
  "formula": "C6H6BrNO",
  "method": "the ωB97M-V functional and the def2-TZVPD basis",
  "total_charge": 0,
  "e_above_lowest_kcal_mol": 74.0,
  "multiplicity": 1,
  "e_homo_ev": [-8.59, -7.22],
  "symbols": ["C", "C", "C", "C", "C", "C", "N", "O", "Br", "H", "H", "H", "H", "H", "H"],
  "xyz": [[-1.168, 0.712, -1.606], [0.051, 0.144, -2.323], [-1.183, 0.119, -0.328], [0.784, -0.517, -1.403], [0.919, 0.830, 2.572], [0.393, -1.336, 0.855], [0.036, -0.606, -0.194], [1.788, 1.537, 2.795], [-0.939, 1.285, 3.313], [-1.685, 1.611, -1.981], [0.243, 0.440, -3.359], [-1.830, 0.278, 0.464], [1.716, -1.019, -1.198], [1.123, -2.000, 0.727], [-0.247, -1.478, 1.667]],
  "forces_ev_per_a": [[1.88, -1.61, 1.04], [-1.34, 1.88, 0.74], [2.30, 1.13, -3.73], [-0.91, -0.75, 1.58], [-0.13, -1.13, -0.62], [-1.60, 2.53, 0.57], [-2.01, 1.03, -1.29], [1.04, 0.48, 0.02], [-0.91, 0.02, 0.20], [-0.23, -1.12, 0.27], [0.37, -0.39, 0.61], [-0.92, 0.09, 1.46], [0.37, 0.04, -1.33], [3.17, -2.28, -0.41], [-1.10, 0.08, 0.89]],
  "nbo_charge": [-0.255, -0.256, -0.059, -0.063, 0.412, -0.068, -0.340, -0.505, -0.181, 0.238, 0.237, 0.230, 0.222, 0.179, 0.211]
}

---

# 3
{
  "formula": "C5H8O2",
  "method": "the ωB97M-V functional and the def2-TZVPD basis",
  "total_charge": 0,
  "smiles": "O=C1CC[C@@H]1CO",
  "e_above_lowest_kcal_mol": 73.0,
  "multiplicity": 1,
  "e_homo_ev": -9.43,
  "symbols": ["O", "C", "C", "C", "C", "C", "O", "H", "H", "H", "H", "H", "H", "H", "H"],
  "xyz": [[2.062, 1.089, -0.483], [1.372, 0.312, 0.124], [1.578, -1.127, 0.607], [-0.072, -1.246, 0.535], [-0.146, 0.307, 0.306], [-0.779, 1.054, -1.065], [-2.175, 1.209, -1.021], [2.263, -1.813, 0.089], [2.018, -1.047, 1.638], [-0.403, -1.745, 1.469], [-0.957, -1.582, -0.385], [-0.724, 0.801, 1.085], [-0.372, 2.084, -1.087], [-0.489, 0.559, -2.014], [-2.566, 0.368, -1.284]],
  "forces_ev_per_a": [[-0.06, -0.39, 0.51], [0.03, 0.36, -0.42], [-0.68, -0.01, -0.57], [-1.66, -0.25, -1.73], [-0.78, 0.89, -1.16], [0.82, -0.74, 1.02], [-0.19, -0.44, 0.13], [-0.41, 0.41, -0.28], [-1.13, -0.34, -0.44], [-0.35, 0.96, -0.55], [3.60, -0.28, 2.23], [0.70, 0.43, 0.33], [0.07, -0.72, 0.25], [0.17, -0.02, 0.62], [-0.14, 0.15, 0.07]],
  "nbo_charge": [-0.523, 0.595, -0.519, -0.402, -0.387, -0.044, -0.708, 0.238, 0.242, 0.222, 0.205, 0.247, 0.203, 0.167, 0.464]
}

---

# 4
{
  "formula": "C5H12BrPS",
  "method": "the ωB97M-V functional and the def2-TZVPD basis",
  "total_charge": 0,
  "multiplicity": 3,
  "e_homo_ev": [-6.56, -8.57],
  "symbols": ["C", "C", "C", "C", "C", "P", "S", "Br", "H", "H", "H", "H", "H", "H", "H", "H", "H", "H", "H", "H"],
  "xyz": [[-1.649, -0.256, 0.181], [-0.237, -0.604, -1.875], [0.492, -1.566, 0.325], [0.646, 1.610, 1.717], [-0.232, -0.412, -0.359], [0.833, 1.100, -0.037], [3.180, 0.485, -0.721], [-0.190, 2.737, -1.064], [-1.664, -0.291, 1.271], [-2.113, 0.673, -0.156], [-2.256, -1.083, -0.188], [-0.872, 0.136, -2.361], [-0.604, -1.595, -2.126], [0.776, -0.506, -2.266], [0.517, -1.434, 1.406], [-0.012, -2.506, 0.108], [1.519, -1.634, -0.035], [-0.409, 1.665, 1.987], [1.168, 0.892, 2.345], [1.107, 2.589, 1.845]],
  "forces_ev_per_a": [[0.05, -0.04, 0.00], [0.15, 0.20, 0.05], [0.17, 0.11, 0.03], [-0.27, -0.27, -0.24], [-0.04, 0.49, 0.19], [0.25, -0.17, 0.22], [0.52, -0.29, 0.01], [-0.65, 0.63, -0.32], [-0.04, 0.05, 0.02], [0.00, -0.01, 0.01], [-0.08, -0.07, 0.02], [0.01, -0.01, -0.03], [-0.11, -0.17, 0.02], [0.01, -0.04, -0.13], [0.01, -0.05, 0.09], [-0.08, -0.09, -0.03], [0.06, -0.15, 0.00], [0.03, 0.01, 0.12], [0.00, -0.06, 0.06], [0.01, -0.07, -0.10]],
  "nbo_charge": [-0.624, -0.631, -0.624, -0.988, -0.334, 0.968, -0.283, -0.212, 0.208, 0.223, 0.218, 0.223, 0.216, 0.235, 0.210, 0.223, 0.228, 0.236, 0.248, 0.258]
}